67
Properties=species:S:1:pos:R:3:forces:R:3 method="wB97M-V/def2-TZVPD" gap_ev="6.09 / 5.79" e_tot_ha=-2187.03068 spin_multiplicity=2 total_charge=+3 s2=0.75
Au -1.15597 2.04491 -1.49388 -1.2 0.6 -0.1
C 1.07462 5.61241 -1.54221 -0.1 -0.1 0.1
C 0.31542 4.62472 -2.16190 0.1 0.1 0.1
N -0.08946 3.74706 -1.24819 0.0 0.0 -0.4
N 0.36370 4.13826 -0.03080 0.2 -0.3 0.2
C 1.09025 5.26419 -0.20951 0.2 0.1 -0.2
B 0.06565 3.29105 1.22467 -0.8 1.5 0.6
N -1.46417 3.00924 1.32916 0.2 -0.2 0.1
C -2.22199 2.90133 2.44401 -0.2 0.0 0.0
C -3.53414 2.69088 2.06944 0.1 0.0 -0.1
C -3.51337 2.67624 0.67535 -0.1 0.0 0.2
N -2.27276 2.89243 0.24896 0.3 -0.4 -0.5
N 0.81112 1.87832 1.02428 -0.4 -1.0 -1.4
C 1.77609 1.26038 1.82979 1.4 -0.7 0.9
C 2.06606 0.05482 1.33235 -0.4 0.4 -0.2
C 1.25444 -0.06388 0.07884 0.4 -1.1 0.1
N 0.49343 1.17772 0.03031 0.7 0.4 1.2
N 0.54109 3.86381 2.52995 0.4 -0.2 -0.6
C 0.82380 5.11161 2.99754 -0.2 0.3 0.4
C 1.04177 5.01725 4.34563 0.2 -0.3 -0.1
C 0.88910 3.64100 4.63297 0.1 0.4 0.0
N 0.59410 2.95992 3.54566 -0.3 -0.2 0.2
H 1.53805 6.46850 -2.00034 0.0 0.0 0.0
H 0.05138 4.50659 -3.20064 0.0 0.0 0.0
H 1.61162 5.75467 0.59086 -0.1 -0.1 0.1
H -1.79554 2.98601 3.42782 0.1 0.1 0.0
H -4.39011 2.58785 2.71346 0.0 0.0 0.0
H -4.32646 2.57821 -0.02636 0.0 0.0 0.0
H 2.16107 1.74511 2.71198 -0.1 0.1 -0.1
H 2.76588 -0.67407 1.71045 0.0 0.1 0.0
H 1.91234 -0.07928 -0.80535 0.0 0.3 0.1
H 0.80232 6.00192 2.39626 -0.1 0.0 -0.1
H 1.35542 5.79825 5.01662 -0.2 0.0 0.0
H 0.98348 3.14258 5.58401 0.0 0.0 0.0
C -4.36967 -1.09182 -1.81475 0.1 0.1 0.1
S -2.72997 -0.81112 -1.13445 -0.1 -0.5 -0.3
O -2.16953 0.31318 -2.01854 0.0 0.3 -0.3
C -1.85471 -2.27258 -1.73773 0.0 0.1 0.3
C -1.68175 -2.52340 -3.03226 -0.3 0.1 0.0
C -0.84444 -3.63365 -3.48616 0.1 -0.1 0.0
C -0.15012 -4.39828 -2.64326 0.1 0.0 0.0
C -0.19443 -4.19551 -1.16308 -0.4 -0.1 -0.2
C -1.11291 -3.04690 -0.67659 -0.1 0.1 0.0
H -4.31761 -1.12518 -2.90151 0.1 0.0 0.0
H -4.99976 -0.26609 -1.48786 0.0 0.0 0.0
H -4.75399 -2.02844 -1.41027 0.0 0.0 0.0
H -2.18032 -1.92891 -3.78960 0.0 0.1 0.0
H -0.82769 -3.84549 -4.54727 0.0 0.0 0.0
H 0.38852 -5.26439 -3.00614 0.0 0.0 0.0
H -0.36835 -5.15016 -0.67122 0.1 0.0 0.1
H -1.76495 -3.31265 0.15815 0.1 -0.1 0.0
N 0.29385 -1.10430 -0.02824 -0.3 0.2 0.0
C 0.12753 -2.29348 -0.25343 0.2 -0.4 0.0
N 1.03928 -3.50963 -0.51228 -0.1 0.3 0.0
C 1.45817 -4.20552 0.75191 0.2 -0.4 0.4
C 2.29984 -5.43365 0.40730 -0.1 0.1 -0.2
O 3.43249 -5.05007 -0.33044 0.1 0.1 0.0
C 3.09083 -4.47368 -1.56583 -0.2 0.0 0.2
C 2.23831 -3.22011 -1.35122 0.5 -0.1 -0.3
H 0.57083 -4.48279 1.32143 -0.1 0.1 -0.1
H 2.06015 -3.51294 1.34095 0.0 0.1 -0.1
H 1.70260 -6.16898 -0.14930 0.0 0.0 0.0
H 2.65119 -5.89825 1.32585 -0.1 0.0 0.0
H 2.56908 -5.19568 -2.20469 0.0 0.0 0.0
H 4.02169 -4.18920 -2.05194 0.0 0.0 -0.1
H 1.91611 -2.79852 -2.30347 -0.1 0.0 0.0
H 2.84149 -2.49176 -0.80526 -0.1 0.0 0.1